(1)
{"formula": "C4H9NO", "method": "wB97M-V/def2-TZVPD", "largest_force_ev_per_a": 0.32, "de_lowest_kcal_mol": 112.75, "gap_ha": [0.26959, 0.26966], "species": ["C", "C", "C", "N", "C", "O", "H", "H", "H", "H", "H", "H", "H", "H", "H"], "positions_angstrom": [[-1.450, 0.424, 1.375], [-0.211, -0.153, 0.770], [0.052, -0.769, -1.615], [0.903, 0.636, 0.687], [1.881, 0.272, -0.144], [1.679, -0.815, -0.790], [-2.336, -0.058, 0.944], [-1.543, 1.496, 1.157], [-1.517, 0.296, 2.465], [0.002, -1.207, 0.895], [0.604, -1.149, -2.470], [-0.324, 0.234, -1.804], [-0.733, -1.461, -1.322], [0.882, 1.588, 1.030], [2.665, 0.991, -0.379]], "nbo_charge": [-0.65, -0.15, -0.40, -0.50, 0.30, -0.55, 0.22, 0.20, 0.21, 0.20, 0.19, 0.18, 0.19, 0.40, 0.16]}

=====

(2)
{"formula": "C16H28FNO12", "method": "wB97M-V/def2-TZVPD", "largest_force_ev_per_a": 13.94, "de_lowest_kcal_mol": 51.69, "gap_ha": 0.33018, "species": ["N", "H", "H", "H", "H", "F", "C", "C", "C", "O", "C", "O", "O", "H", "H", "H", "H", "H", "H", "C", "C", "C", "O", "C", "O", "O", "H", "H", "H", "H", "H", "H", "C", "C", "C", "O", "C", "O", "O", "H", "H", "H", "H", "H", "H", "C", "C", "C", "O", "C", "O", "O", "H", "H", "H", "H", "H", "H"], "positions_angstrom": [[2.690, -0.418, -0.666], [2.248, -0.934, -1.436], [2.279, -0.439, 0.217], [2.545, 0.589, -0.861], [3.624, -0.534, -0.747], [-0.066, -0.381, -0.182], [0.269, 2.326, 4.417], [0.813, 0.868, 4.112], [1.043, 0.413, 2.603], [2.463, 0.116, 2.675], [3.039, 0.456, 3.853], [4.180, 0.335, 4.099], [2.124, 0.775, 4.636], [0.441, 2.646, 5.517], [-0.880, 2.174, 4.379], [0.561, 3.066, 3.694], [0.305, 0.072, 4.692], [0.987, 1.096, 1.780], [0.494, -0.434, 2.178], [0.901, -1.353, -4.684], [-0.478, -1.980, -4.359], [-1.473, -1.197, -3.434], [-2.666, -1.140, -4.163], [-2.541, -1.689, -5.402], [-3.554, -1.688, -6.107], [-1.382, -2.144, -5.516], [0.748, -0.501, -5.264], [1.287, -2.100, -5.443], [1.476, -1.220, -3.765], [-0.300, -3.061, -3.588], [-1.208, -0.362, -3.402], [-1.331, -1.455, -2.462], [0.421, 4.872, -2.255], [0.017, 4.105, -1.005], [0.702, 2.675, -1.046], [1.907, 2.850, -0.274], [1.721, 3.952, 0.496], [2.595, 4.314, 1.383], [0.671, 4.655, 0.187], [1.505, 4.908, -2.368], [-0.133, 5.814, -2.101], [-0.114, 4.430, -2.984], [-0.942, 4.007, -0.894], [0.770, 2.444, -2.253], [0.020, 1.962, -0.366], [-2.196, -2.780, 3.506], [-2.767, -3.057, 2.203], [-1.705, -2.742, 1.097], [-1.422, -3.969, 0.446], [-2.152, -4.833, 0.987], [-2.113, -6.083, 0.748], [-2.946, -4.425, 1.955], [-1.119, -3.280, 3.714], [-2.704, -3.250, 4.353], [-1.871, -1.755, 3.674], [-3.656, -2.495, 1.906], [-0.886, -2.061, 1.218], [-2.242, -2.162, 0.303]], "nbo_charge": [-0.83, 0.45, 0.48, 0.45, 0.41, -0.97, -0.63, 0.07, -0.11, -0.56, 0.98, -0.59, -0.48, 0.24, 0.21, 0.23, 0.20, 0.20, 0.23, -0.64, 0.12, -0.09, -0.49, 0.98, -0.60, -0.49, 0.22, 0.24, 0.20, 0.19, 0.14, 0.21, -0.63, 0.09, -0.15, -0.53, 0.96, -0.61, -0.46, 0.23, 0.23, 0.21, 0.19, 0.21, 0.26, -0.64, 0.04, -0.13, -0.44, 0.96, -0.64, -0.47, 0.21, 0.24, 0.23, 0.20, 0.25, 0.19]}

=====

(3)
{"formula": "C44H67FN21O3", "method": "wB97M-V/def2-TZVPD", "charge": 1, "largest_force_ev_per_a": 4.44, "gap_ha": 0.26077, "species": ["C", "C", "O", "C", "C", "C", "F", "N", "C", "O", "N", "O", "H", "H", "H", "H", "H", "H", "H", "H", "H", "H", "C", "C", "N", "H", "H", "H", "C", "C", "N", "H", "H", "H", "C", "C", "N", "H", "H", "H", "C", "C", "N", "H", "H", "H", "C", "C", "N", "H", "H", "H", "C", "C", "N", "H", "H", "H", "C", "C", "N", "H", "H", "H", "C", "C", "N", "H", "H", "H", "C", "C", "N", "H", "H", "H", "C", "C", "N", "H", "H", "H", "C", "C", "N", "H", "H", "H", "C", "C", "N", "H", "H", "H", "C", "C", "N", "H", "H", "H", "C", "C", "N", "H", "H", "H", "C", "C", "N", "H", "H", "H", "C", "C", "N", "H", "H", "H", "C", "C", "N", "H", "H", "H", "C", "C", "N", "H", "H", "H", "C", "C", "N", "H", "H", "H"], "positions_angstrom": [[-0.467, 3.328, 1.320], [1.097, 3.181, 1.495], [1.533, 1.885, 1.990], [1.179, 0.841, 1.100], [0.299, -0.121, 2.059], [1.564, -0.760, 2.821], [0.983, -1.830, 3.534], [2.485, -1.119, 1.683], [2.260, -0.264, 0.718], [2.963, -0.444, -0.508], [2.272, -1.356, -1.322], [1.286, -0.860, -1.748], [-0.632, 4.069, 0.471], [-1.006, 2.387, 1.018], [-1.002, 3.716, 2.256], [1.416, 3.940, 2.280], [1.699, 3.420, 0.568], [0.681, 1.127, 0.122], [-0.372, -0.844, 1.506], [-0.260, 0.599, 2.734], [2.120, -0.064, 3.509], [3.135, -1.935, 1.709], [0.067, -4.876, 4.633], [-0.277, -6.140, 3.926], [-0.539, -7.130, 3.375], [-0.674, -4.670, 5.407], [1.051, -4.965, 5.094], [0.080, -4.047, 3.924], [5.415, -3.988, -0.222], [4.719, -3.741, 1.082], [4.176, -3.544, 2.097], [5.893, -3.069, -0.565], [6.171, -4.765, -0.096], [4.695, -4.316, -0.972], [-2.505, -7.705, 7.201], [-2.232, -6.244, 7.085], [-2.019, -5.104, 6.995], [-3.048, -7.908, 8.124], [-3.104, -8.037, 6.353], [-1.564, -8.256, 7.211], [-3.800, -4.724, 4.121], [-4.584, -3.956, 3.112], [-5.195, -3.357, 2.325], [-3.273, -5.546, 3.635], [-3.073, -4.068, 4.601], [-4.469, -5.129, 4.880], [-7.478, -1.192, 1.595], [-8.260, -0.424, 0.584], [-8.870, 0.174, -0.205], [-6.954, -2.015, 1.112], [-6.749, -0.538, 2.074], [-8.148, -1.594, 2.355], [-2.961, 6.932, 1.293], [-2.910, 5.823, 2.288], [-2.870, 4.958, 3.064], [-3.908, 6.900, 0.751], [-2.875, 7.892, 1.803], [-2.139, 6.830, 0.583], [-0.817, -8.398, 0.464], [-0.316, -9.161, -0.714], [0.075, -9.757, -1.631], [-0.237, -8.661, 1.348], [-0.720, -7.328, 0.281], [-1.866, -8.636, 0.644], [3.264, 4.920, -2.396], [2.000, 5.195, -1.654], [1.015, 5.411, -1.073], [3.759, 4.044, -1.973], [3.043, 4.733, -3.447], [3.933, 5.777, -2.318], [5.266, -1.164, 3.882], [6.548, -0.419, 4.030], [7.548, 0.161, 4.131], [5.420, -2.048, 3.262], [4.901, -1.476, 4.861], [4.520, -0.523, 3.411], [8.335, 1.255, 0.963], [7.477, 2.008, 0.002], [6.808, 2.595, -0.748], [8.851, 0.447, 0.443], [9.074, 1.924, 1.403], [7.719, 0.834, 1.757], [-2.908, 4.271, -2.160], [-2.889, 3.143, -1.184], [-2.856, 2.277, -0.410], [-3.847, 4.268, -2.710], [-2.806, 5.220, -1.631], [-2.081, 4.165, -2.864], [-6.530, 4.025, -0.713], [-6.235, 5.480, -0.846], [-5.998, 6.615, -0.950], [-7.058, 3.838, 0.223], [-7.149, 3.693, -1.545], [-5.599, 3.461, -0.715], [-8.597, 8.906, -2.475], [-8.516, 9.797, -3.668], [-8.452, 10.491, -4.597], [-9.038, 7.950, -2.757], [-7.598, 8.733, -2.073], [-9.215, 9.371, -1.706], [-6.288, 13.374, -5.227], [-5.035, 14.060, -4.800], [-4.059, 14.595, -4.467], [-6.997, 14.105, -5.616], [-6.065, 12.645, -6.007], [-6.737, 12.859, -4.378], [3.072, -10.276, -3.950], [4.264, -9.507, -3.487], [5.192, -8.909, -3.124], [2.735, -9.893, -4.913], [3.327, -11.330, -4.055], [2.265, -10.175, -3.223], [4.304, -7.706, 1.216], [5.579, -6.947, 1.364], [6.600, -6.353, 1.490], [4.469, -8.586, 0.593], [3.947, -8.023, 2.196], [3.549, -7.074, 0.747], [-4.476, 0.752, -4.755], [-4.883, 1.686, -3.667], [-5.201, 2.414, -2.819], [-4.883, 1.093, -5.707], [-3.388, 0.717, -4.825], [-4.852, -0.249, -4.544], [2.232, -2.073, -5.035], [1.424, -1.310, -6.029], [0.794, -0.715, -6.802], [2.755, -2.891, -5.530], [2.964, -1.412, -4.570], [1.580, -2.481, -4.263], [10.393, 2.522, -3.308], [10.495, 1.384, -2.351], [10.574, 0.497, -1.604], [9.426, 2.497, -3.811], [10.491, 3.466, -2.772], [11.186, 2.450, -4.053]], "lowdin_charge": [-0.09, -0.20, -0.13, -0.22, 0.02, -0.19, 0.01, 0.24, -0.09, -0.01, 0.05, 0.13, 0.05, 0.03, 0.06, 0.14, 0.10, 0.17, 0.15, 0.15, 0.18, 0.11, -0.07, -0.24, 0.14, 0.02, 0.09, 0.06, -0.04, -0.21, 0.13, 0.09, 0.05, 0.09, -0.05, -0.23, 0.13, 0.09, 0.08, 0.08, -0.07, -0.23, 0.14, 0.07, 0.06, 0.08, -0.10, -0.27, 0.10, 0.04, 0.07, 0.08, -0.06, -0.25, 0.12, 0.05, 0.08, 0.07, -0.09, -0.25, 0.12, 0.04, 0.07, 0.08, -0.05, -0.24, 0.13, 0.07, 0.08, 0.09, -0.07, -0.24, 0.14, 0.03, 0.09, 0.05, -0.07, -0.27, 0.09, 0.06, 0.09, 0.03, -0.06, -0.28, 0.13, 0.05, 0.07, 0.08, -0.08, -0.24, 0.12, 0.08, 0.07, 0.02, -0.07, -0.26, 0.12, 0.08, 0.05, 0.08, -0.08, -0.27, 0.11, 0.08, 0.08, 0.06, -0.07, -0.27, 0.10, 0.08, 0.08, 0.04, -0.05, -0.24, 0.13, 0.08, 0.08, 0.07, -0.04, -0.19, 0.16, 0.08, 0.08, 0.08, -0.08, -0.26, 0.12, 0.08, 0.07, 0.06, -0.06, -0.25, 0.12, 0.08, 0.08, 0.08]}

=====

(4)
{"formula": "C5H5NO", "method": "wB97M-V/def2-TZVPD", "largest_force_ev_per_a": 11.83, "de_lowest_kcal_mol": 112.60, "gap_ha": 0.30910, "species": ["C", "C", "C", "C", "C", "H", "H", "H", "H", "H", "N", "O"], "positions_angstrom": [[1.241, 0.228, 1.451], [0.609, 0.261, 0.395], [0.009, 1.218, -0.530], [-0.865, 0.435, -1.373], [-0.181, -0.986, 0.223], [1.490, -0.843, 1.892], [2.105, 0.968, 1.776], [0.659, 1.968, -0.891], [-1.637, 0.725, -2.133], [-2.137, -1.130, -0.792], [-0.763, -0.897, -1.048], [-0.531, -1.947, 1.029]], "nbo_charge": [-0.26, -0.22, -0.33, 0.05, 0.64, 0.23, 0.20, 0.23, 0.23, 0.38, -0.56, -0.57]}

=====

(5)
{"formula": "C4H8O2", "method": "wB97M-V/def2-TZVPD", "largest_force_ev_per_a": 0.54, "de_lowest_kcal_mol": 139.26, "gap_ha": [0.28622, 0.28625], "species": ["C", "C", "O", "C", "C", "O", "H", "H", "H", "H", "H", "H", "H", "H"], "positions_angstrom": [[0.963, -1.236, -1.525], [0.835, -0.229, -0.097], [-0.232, 0.177, -0.804], [-1.476, 1.034, 0.522], [-0.783, 0.907, 1.693], [0.671, -0.851, 0.983], [1.947, -1.659, -1.312], [0.971, -0.653, -2.439], [0.179, -1.988, -1.499], [1.738, 0.411, -0.198], [-1.526, 1.993, 0.014], [-2.236, 0.310, 0.254], [-0.933, 0.083, 2.375], [-0.134, 1.713, 2.029]], "nbo_charge": [-0.43, 0.45, -0.48, -0.33, -0.28, -0.60, 0.23, 0.23, 0.23, 0.12, 0.22, 0.21, 0.22, 0.20]}

=====

(6)
{"formula": "C44H36N8O2SeTa", "method": "wB97M-V/def2-TZVPD", "charge": 3, "largest_force_ev_per_a": 0.42, "de_lowest_kcal_mol": 4.28, "gap_ha": 0.22588, "species": ["Ta", "O", "C", "C", "C", "C", "C", "C", "C", "C", "C", "O", "C", "C", "C", "C", "C", "C", "C", "C", "C", "C", "C", "C", "N", "C", "C", "C", "C", "C", "C", "C", "C", "C", "C", "C", "C", "H", "H", "H", "H", "H", "H", "H", "H", "H", "H", "H", "H", "H", "H", "H", "H", "H", "H", "H", "H", "H", "H", "H", "H", "H", "H", "H", "N", "C", "C", "N", "C", "C", "N", "C", "C", "N", "H", "H", "H", "H", "H", "H", "Se", "N", "C", "C", "C", "C", "N", "C", "N", "H", "H", "H"], "positions_angstrom": [[0.083, -0.061, 0.224], [-1.627, 0.179, -0.332], [-2.579, 0.038, -1.429], [-2.406, -1.435, -1.806], [-1.029, -1.850, -2.267], [-0.952, -2.625, -3.416], [0.270, -3.045, -3.898], [1.413, -2.661, -3.217], [1.305, -1.892, -2.078], [2.563, -1.437, -1.388], [2.683, 0.090, -1.474], [1.473, 0.538, -0.820], [2.709, 0.551, -2.921], [1.619, 1.146, -3.541], [1.706, 1.512, -4.881], [2.863, 1.274, -5.602], [3.952, 0.674, -4.981], [3.877, 0.319, -3.646], [3.843, 0.668, -0.681], [3.947, 2.057, -0.610], [5.001, 2.649, 0.067], [5.969, 1.857, 0.678], [5.871, 0.478, 0.612], [4.807, -0.118, -0.063], [0.093, -1.506, -1.583], [-3.974, 0.268, -0.868], [-4.989, 0.724, -1.701], [-6.281, 0.858, -1.215], [-6.567, 0.547, 0.105], [-5.558, 0.091, 0.941], [-4.267, -0.055, 0.455], [-2.200, 1.049, -2.491], [-2.124, 0.728, -3.838], [-1.853, 1.717, -4.778], [-1.646, 3.026, -4.376], [-1.725, 3.355, -3.026], [-2.011, 2.373, -2.094], [-3.124, -1.689, -2.584], [-2.697, -2.015, -0.925], [-1.865, -2.891, -3.929], [0.335, -3.647, -4.794], [2.394, -2.938, -3.576], [3.417, -1.918, -1.861], [2.569, -1.723, -0.329], [0.705, 1.343, -2.992], [0.863, 1.992, -5.358], [2.925, 1.564, -6.642], [4.865, 0.497, -5.535], [4.743, -0.118, -3.160], [3.223, 2.673, -1.133], [5.088, 3.728, 0.091], [6.810, 2.318, 1.179], [6.633, -0.143, 1.064], [4.771, -1.199, -0.121], [-4.775, 0.986, -2.730], [-7.065, 1.214, -1.870], [-7.575, 0.658, 0.483], [-5.780, -0.156, 1.971], [-3.485, -0.420, 1.111], [-2.300, -0.284, -4.179], [-1.817, 1.460, -5.828], [-1.445, 3.794, -5.110], [-1.600, 4.384, -2.716], [-2.158, 2.638, -1.050], [-0.224, -3.500, 2.792], [0.403, -4.205, 1.786], [0.649, -3.315, 0.795], [0.188, -2.065, 1.187], [-0.339, -2.230, 2.404], [-0.970, -1.086, 3.018], [-0.938, 0.036, 2.320], [-1.645, 0.967, 3.039], [-2.092, 0.387, 4.188], [-1.656, -0.916, 4.158], [-0.548, -3.898, 3.662], [0.610, -5.258, 1.864], [1.110, -3.494, -0.157], [-1.802, 1.972, 2.691], [-2.675, 0.777, 5.005], [-1.840, -1.602, 4.874], [0.141, 3.866, 0.744], [1.499, 4.192, 1.799], [2.050, 3.050, 2.172], [3.220, 2.836, 2.965], [3.607, 1.546, 3.153], [2.878, 0.458, 2.582], [1.779, 0.607, 1.880], [1.382, 1.893, 1.689], [0.319, 2.089, 0.931], [3.766, 3.674, 3.378], [4.492, 1.313, 3.729], [3.238, -0.554, 2.725]], "lowdin_charge": [1.94, -0.30, -0.37, -0.03, -0.20, 0.02, 0.03, 0.03, -0.25, -0.06, -0.38, -0.31, -0.17, -0.01, -0.05, -0.05, -0.04, -0.01, -0.17, -0.02, -0.05, -0.06, -0.05, -0.03, 0.05, -0.16, 0.00, -0.04, -0.05, -0.06, -0.04, -0.19, -0.01, -0.05, -0.06, -0.05, -0.05, 0.14, 0.15, 0.14, 0.14, 0.14, 0.14, 0.11, 0.09, 0.09, 0.12, 0.12, 0.13, 0.13, 0.12, 0.12, 0.12, 0.11, 0.13, 0.12, 0.12, 0.11, 0.09, 0.12, 0.12, 0.12, 0.11, 0.10, 0.17, 0.01, -0.07, -0.02, -0.23, -0.25, -0.02, -0.07, 0.00, 0.17, 0.19, 0.15, 0.11, 0.12, 0.15, 0.19, 1.29, -0.16, -0.34, 0.07, 0.00, -0.04, 0.04, -0.49, -0.34, 0.15, 0.13, 0.14]}

=====

(7)
{"formula": "C4H3F3", "method": "wB97M-V/def2-TZVPD", "largest_force_ev_per_a": 4.79, "de_lowest_kcal_mol": 30.25, "gap_ha": 0.37295, "species": ["F", "C", "C", "C", "F", "C", "F", "H", "H", "H"], "positions_angstrom": [[-2.400, 0.360, -0.186], [-1.614, -0.767, 0.027], [-0.266, -0.685, -0.128], [0.418, 0.643, -0.139], [-0.475, 1.749, 0.001], [1.695, 0.684, 0.010], [2.424, -0.442, -0.141], [-2.407, -1.586, 0.256], [0.257, -1.567, 0.264], [2.367, 1.610, 0.035]], "nbo_charge": [-0.35, 0.27, -0.39, 0.29, -0.32, 0.17, -0.32, 0.21, 0.25, 0.19]}